{
  "formula": "C2H5Cl3P2",
  "method": "wB97M-V/def2-TZVPD",
  "homo_lumo_gap_ev": 10.14,
  "e_homo_ev": -9.775,
  "e_lumo_ev": 0.361,
  "total_energy_ev": -58298.0675,
  "spin_multiplicity": 1,
  "smiles": "P[C@H](Cl)C(P)(Cl)Cl",
  "de_lowest_kcal_mol": 8.17,
  "symbols": ["C", "C", "P", "P", "Cl", "Cl", "Cl", "H", "H", "H", "H", "H"],
  "xyz": [[-0.767, -0.058, -0.314], [0.116, -0.725, 0.688], [-0.413, 1.802, -0.131], [1.936, -0.262, 0.473], [-2.477, -0.210, 0.114], [-0.364, -2.517, 0.665], [-0.262, -0.043, 2.316], [-0.692, -0.576, -1.289], [0.321, 2.030, -1.287], [-1.528, 2.257, -0.777], [2.265, -1.504, 0.589], [1.865, -0.194, -1.047]]
}

=====

{
  "formula": "C2H5Cl3Si",
  "method": "wB97M-V/def2-TZVPD",
  "homo_lumo_gap_ev": [7.34, 9.12],
  "e_homo_ev": [-8.532, -9.022],
  "e_lumo_ev": [-1.196, 0.099],
  "total_energy_ev": -47598.6809,
  "spin_multiplicity": 1,
  "de_lowest_kcal_mol": 141.00,
  "symbols": ["C", "C", "Si", "Cl", "Cl", "Cl", "H", "H", "H", "H", "H"],
  "xyz": [[0.752, -1.744, 2.059], [-0.663, 1.502, -0.184], [-0.526, 1.030, -1.973], [-0.871, 0.253, 0.976], [0.256, -0.912, -1.716], [0.931, 2.162, -2.874], [1.337, -1.105, 2.659], [0.889, -1.962, 1.024], [0.021, -2.322, 2.629], [-0.322, 2.511, 0.166], [-1.805, 0.587, -2.768]]
}

=====

{
  "formula": "C2H5Cl3Si",
  "method": "wB97M-V/def2-TZVPD",
  "homo_lumo_gap_ev": [7.11, 5.93],
  "e_homo_ev": [-9.637, -9.004],
  "e_lumo_ev": [-2.530, -3.072],
  "total_energy_ev": -47597.3566,
  "spin_multiplicity": 1,
  "de_lowest_kcal_mol": 171.54,
  "symbols": ["C", "C", "Si", "Cl", "Cl", "Cl", "H", "H", "H", "H", "H"],
  "xyz": [[-0.286, -0.988, 1.004], [0.111, -0.496, -0.319], [-0.214, 1.277, -0.929], [-2.031, -1.453, 0.808], [0.718, -1.608, -1.390], [2.688, 0.444, 0.979], [0.245, -1.878, 1.337], [-0.257, -0.201, 1.754], [-0.497, 2.073, 0.254], [0.934, 1.680, -1.722], [-1.409, 1.149, -1.777]]
}

=====

{
  "formula": "C2H5Cl4HgO",
  "method": "wB97M-V/def2-TZVPD",
  "homo_lumo_gap_ev": [3.25, 5.53],
  "e_homo_ev": [1.710, -0.585],
  "e_lumo_ev": [4.964, 4.948],
  "total_charge": -2,
  "total_energy_ev": -58466.5950,
  "spin_multiplicity": 2,
  "de_lowest_kcal_mol": 0.00,
  "symbols": ["Hg", "C", "O", "H", "H", "H", "Cl", "Cl", "C", "Cl", "Cl", "H", "H"],
  "xyz": [[1.239, -1.913, -0.158], [-1.709, -0.991, -1.543], [-0.265, -1.103, -1.724], [-2.157, -0.743, -2.505], [-2.136, -1.975, -1.344], [-2.048, -0.281, -0.789], [0.472, -3.171, 1.979], [3.079, -0.917, -1.998], [0.791, 2.270, 1.705], [1.007, 0.591, 1.208], [-0.527, 2.984, 0.825], [0.555, 2.389, 2.763], [1.699, 2.860, 1.583]]
}

=====

{
  "formula": "C2H5ClFNS",
  "method": "wB97M-V/def2-TZVPD",
  "homo_lumo_gap_ev": 9.75,
  "e_homo_ev": -8.926,
  "e_lumo_ev": 0.821,
  "total_energy_ev": -29718.6717,
  "spin_multiplicity": 1,
  "smiles": "C=NS.FCCl",
  "de_lowest_kcal_mol": 47.70,
  "symbols": ["C", "C", "H", "H", "H", "H", "H", "N", "F", "S", "Cl"],
  "xyz": [[0.869, -0.491, -0.548], [-2.197, 0.469, 0.420], [4.014, 0.587, 0.336], [-0.077, -0.003, -0.773], [0.900, -1.586, -0.593], [-3.184, 0.930, 0.378], [-1.792, 0.471, 1.434], [1.852, 0.255, -0.251], [-1.350, 1.128, -0.410], [3.331, -0.538, 0.101], [-2.367, -1.222, -0.093]]
}

=====

{
  "formula": "C2H5ClFOP",
  "method": "wB97M-V/def2-TZVPD",
  "homo_lumo_gap_ev": 11.22,
  "e_homo_ev": -10.381,
  "e_lumo_ev": 0.837,
  "total_energy_ev": -28732.7092,
  "spin_multiplicity": 1,
  "smiles": "CCOP(F)Cl",
  "de_lowest_kcal_mol": 0.00,
  "symbols": ["C", "C", "O", "F", "P", "Cl", "H", "H", "H", "H", "H"],
  "xyz": [[-1.506, -0.532, -0.463], [-0.527, 0.245, 0.356], [0.828, -0.222, -0.001], [2.376, 1.769, 0.202], [2.112, 0.182, 0.826], [3.285, -0.732, -0.524], [-1.698, -0.116, -1.559], [-1.168, -1.635, -0.508], [-2.468, -0.482, 0.149], [-0.658, 0.170, 1.405], [-0.575, 1.354, 0.116]]
}